[1]
{"formula": "C3H4N2OS", "method": "ωB97M-V/def2-TZVPD", "symbols": ["S", "O", "N", "N", "C", "C", "C", "H", "H", "H", "H"], "xyz": [[0.224, 2.257, 0.273], [1.944, -1.170, 0.373], [1.969, 0.183, 0.526], [0.715, -1.596, 0.023], [0.763, 0.594, 0.247], [-0.053, -0.558, -0.064], [-1.479, -0.614, -0.411], [-1.682, -0.037, -1.364], [-2.097, -0.184, 0.405], [-1.735, -1.652, -0.634], [1.431, 2.776, 0.625]], "lowdin_charge": [0.81, -0.08, 0.06, 0.11, -0.67, -0.37, -0.04, 0.11, 0.10, 0.08, -0.10], "smiles": "Cc1nonc1S", "total_energy_ev": -19036.4221, "e_above_lowest_kcal_mol": 60.6, "lumo_ev": 0.60, "homo_lumo_gap_ev": 10.20}

=====

[2]
{"formula": "C14H32BCl2F3N2NbO6S", "method": "ωB97M-V/def2-TZVPD", "symbols": ["Nb", "Cl", "Cl", "S", "F", "F", "F", "O", "O", "O", "O", "O", "O", "N", "N", "C", "C", "C", "C", "C", "C", "C", "C", "C", "C", "C", "C", "C", "C", "B", "H", "H", "H", "H", "H", "H", "H", "H", "H", "H", "H", "H", "H", "H", "H", "H", "H", "H", "H", "H", "H", "H", "H", "H", "H", "H", "H", "H", "H", "H", "H", "H"], "xyz": [[-0.244, -0.622, 2.541], [-1.791, -1.402, -0.389], [-1.709, 1.408, -1.749], [1.787, 1.056, 2.024], [2.517, 0.116, -0.464], [3.762, 1.695, 0.313], [3.948, -0.285, 1.106], [0.402, -2.368, -3.026], [2.657, 1.154, 3.181], [-0.741, -1.106, 5.475], [1.404, -1.113, 4.765], [-0.785, 2.236, 4.166], [1.347, 2.381, 1.578], [-2.915, 1.178, 3.902], [1.313, -0.099, -4.792], [0.193, -1.019, 4.682], [-1.732, 2.499, 0.701], [3.059, 0.609, 0.670], [-3.669, 2.301, 3.375], [1.012, 1.224, -5.402], [0.569, -1.142, -5.559], [0.862, -0.036, -3.349], [1.407, -3.348, 2.588], [0.939, -2.328, 1.518], [1.102, -1.250, -2.511], [2.771, -0.361, -4.884], [-1.120, 1.282, 0.063], [-1.578, 0.000, 0.734], [-3.641, -0.074, 3.789], [-1.463, 1.147, 3.649], [-4.340, 1.991, 2.572], [-3.678, -0.478, 2.776], [1.847, -2.005, 1.000], [-0.051, 1.378, -0.046], [-3.157, -0.812, 4.418], [0.739, -0.956, -6.618], [-2.593, 0.192, 1.058], [-0.204, 0.184, -3.378], [-4.322, 2.724, 4.146], [3.065, -0.317, -5.931], [-1.708, 3.320, -0.005], [2.166, -1.482, -2.404], [-1.201, 2.758, 1.608], [0.626, -3.540, 3.318], [-0.059, 1.396, -5.343], [0.712, -1.005, -1.523], [-1.513, -1.855, 2.822], [1.590, -4.305, 2.093], [-3.022, 3.108, 3.054], [-2.778, 2.304, 0.901], [2.977, -1.349, -4.487], [-0.487, -1.062, -5.323], [1.386, 0.808, -2.902], [0.322, -2.883, 0.815], [-1.366, 2.741, 4.748], [-4.649, 0.049, 4.184], [3.301, 0.395, -4.311], [1.545, 1.994, -4.851], [2.313, -3.022, 3.080], [0.946, -2.120, -5.292], [1.337, 1.213, -6.439], [0.595, -3.098, -2.430]], "lowdin_charge": [1.42, 0.48, 0.47, 0.60, 0.06, 0.09, 0.10, -0.07, -0.41, -0.07, 0.01, 0.05, -0.43, -0.15, -0.37, -0.81, -0.16, -0.70, -0.13, 0.00, 0.01, -0.14, -0.24, -0.42, -0.25, 0.01, -0.71, -0.80, -0.13, -0.62, 0.08, 0.06, -0.01, 0.04, 0.06, 0.10, 0.00, 0.06, 0.07, 0.11, 0.06, 0.12, 0.06, 0.04, 0.12, 0.09, -0.03, 0.04, 0.07, 0.06, 0.11, 0.12, 0.14, -0.02, 0.08, 0.08, 0.12, 0.12, 0.05, 0.10, 0.10, 0.10], "total_energy_ev": -76557.3507, "lumo_ev": 1.05, "charge": -1, "homo_lumo_gap_ev": 4.35}